Entry from OMol25: an isolated molecule of C3H3F3INO (wB97M-V/def2-TZVPD).

Frontier orbital gap, eV: 10.04
E_HOMO, eV: -10.08
SMILES: NC(=O)[C@H](I)C(F)(F)F
Largest force on an atom, eV/A: 4.31
E_tot, Ha: -843.414628
Spin multiplicity: 1
Net charge: 0
ΔE to the lowest compared entry with this formula, charge and spin, kcal/mol: 5.3

Geometry as XYZ:
```
12
Properties=species:S:1:pos:R:3:forces:R:3:lowdin_charge:R:1
N -0.1927 -1.7643 -0.2352 0.407 2.175 -0.254 0.175
C 0.7144 -0.8547 0.2258 -3.646 1.038 2.060 -0.550
O 1.8374 -1.0885 0.5261 1.277 0.028 -0.360 0.111
C 0.0020 0.5642 0.6204 2.227 -0.588 1.843 -0.558
I -1.8846 0.4714 1.5891 -0.137 -0.129 -0.076 0.947
C 0.0051 1.3751 -0.6217 -1.373 -2.207 -1.139 -0.692
F 1.1095 1.0297 -1.3491 -0.996 0.915 0.078 0.132
F -0.0681 2.6553 -0.4581 0.176 1.229 -0.158 0.188
F -1.1444 0.9596 -1.3316 1.672 0.847 -0.057 0.016
H -1.1784 -1.7834 -0.1340 -0.636 0.874 0.127 0.057
H 0.1919 -2.6254 -0.2877 1.407 -3.372 -0.429 0.067
H 0.6080 1.0609 1.4562 -0.378 -0.810 -1.634 0.108
```
Positions in Å, forces in eV/Å.

---

Entry from OMol25: a cluster of 2 separate species, C3H3F3O in total (wB97M-V/def2-TZVPD).

Frontier orbital gap, eV: 9.62
E_HOMO, eV: -9.22
Largest force on an atom, eV/A: 4.04
E_tot, Ha: -490.867568
Spin multiplicity: 1
Net charge: 0
ΔE to the lowest compared entry with this formula, charge and spin, kcal/mol: 52.2

Geometry as XYZ:
```
10
Properties=species:S:1:pos:R:3:forces:R:3:lowdin_charge:R:1
C 1.7977 -0.1607 0.0167 -4.028 -0.256 0.253 -0.053
C -0.2244 0.4481 0.5903 2.524 -2.546 -1.656 0.076
C -1.2352 -0.2072 -0.3531 1.744 3.025 0.097 -0.708
O 2.1019 -1.2411 -0.3139 0.187 0.812 0.324 0.101
F -2.4134 0.4670 -0.5025 0.513 -0.054 0.108 0.105
F -0.6362 -0.2312 -1.5637 -0.459 -0.044 -0.850 0.098
F -1.5201 -1.4095 -0.0263 -0.607 -2.429 0.771 0.193
H 2.2660 0.8069 0.0732 1.009 0.294 -0.016 0.087
H -0.1428 0.0657 1.5636 -0.546 -0.421 1.311 0.051
H 0.0064 1.4621 0.5157 -0.337 1.618 -0.342 0.049
```
Positions in Å, forces in eV/Å.

---

Entry from OMol25: a cluster of 2 separate species, C3H3F4NO3 in total (wB97M-V/def2-TZVPD).

Frontier orbital gap, eV: 9.51
E_HOMO, eV: -11.62
Largest force on an atom, eV/A: 4.51
E_tot, Ha: -795.838523
Spin multiplicity: 1
Net charge: 0
ΔE to the lowest compared entry with this formula, charge and spin, kcal/mol: 70.9

Geometry as XYZ:
```
14
Properties=species:S:1:pos:R:3:forces:R:3:lowdin_charge:R:1
C 1.0376 -0.8133 -0.1111 -1.227 -0.110 -1.315 -0.219
C -0.0947 0.2405 -0.0448 2.069 3.291 -1.388 0.079
C -1.1643 0.2737 -1.1542 -0.333 -2.017 0.715 -0.616
N -0.5882 0.3300 1.3474 0.069 0.365 0.213 -0.337
O -1.6759 -0.1780 1.5296 0.597 0.395 0.864 0.141
O 0.1761 0.8107 2.1469 -0.731 0.010 -0.042 0.143
O 1.8906 -0.7135 0.9205 2.700 1.778 2.361 -0.047
F 0.5623 2.0840 -0.3050 -1.116 -4.327 0.623 -0.210
F -2.1056 -0.6261 -0.7455 -0.240 0.664 -0.648 0.126
F -0.6842 -0.2779 -2.2548 0.886 0.225 -0.791 0.179
F -1.6846 1.4223 -1.4298 -0.403 0.530 0.223 0.230
H 1.5746 -1.0005 -1.0891 -1.032 0.929 0.610 0.163
H 0.4165 -1.7539 0.0514 0.520 0.712 -0.143 0.178
H 2.3398 0.2021 1.1385 -1.758 -2.444 -1.282 0.190
```
Positions in Å, forces in eV/Å.

---

Entry from OMol25: an isolated molecule of C3H3FI2 (wB97M-V/def2-TZVPD).

Frontier orbital gap (spin up / spin down), eV: 7.77 / 8.18
E_HOMO (spin up / spin down), eV: -7.84 / -8.03
Largest force on an atom, eV/A: 3.04
E_tot, Ha: -811.222445
Spin multiplicity: 1
Net charge: 0
ΔE to the lowest compared entry with this formula, charge and spin, kcal/mol: 44.9

Geometry as XYZ:
```
9
Properties=species:S:1:pos:R:3:forces:R:3:lowdin_charge:R:1
C -0.0055 -0.8561 0.2458 -0.650 -1.230 -2.702 -0.360
C 0.8852 -0.0645 -0.7537 -1.055 -0.041 0.754 -0.557
C -0.7891 0.2915 0.5869 0.293 1.155 -0.722 -0.830
F -0.1789 1.2634 1.2624 -0.807 0.271 0.851 -0.123
I 2.4491 1.2730 -0.1498 -0.923 -1.008 -0.377 0.778
I -2.6348 0.7750 -0.2887 0.641 -0.060 0.300 0.874
H -0.7190 -1.6583 -0.2224 1.709 1.454 0.536 0.143
H 0.6060 -1.2921 0.9651 0.705 -0.686 1.705 0.078
H 0.3870 0.2680 -1.6456 0.088 0.143 -0.345 -0.003
```
Positions in Å, forces in eV/Å.

---

Entry from OMol25: a structure of composition C3H3FIO2 (wB97M-V/def2-TZVPD).

Frontier orbital gap, eV: 7.83
E_HOMO, eV: -4.88
Largest force on an atom, eV/A: 3.43
E_tot, Ha: -664.180975
Spin multiplicity: 1
Net charge: -1
ΔE to the lowest compared entry with this formula, charge and spin, kcal/mol: 20.4

Geometry as XYZ:
```
10
Properties=species:S:1:pos:R:3:forces:R:3:lowdin_charge:R:1
C 0.5941 1.5644 -0.3930 -2.697 -1.507 -1.482 -0.722
C -0.9851 -0.8928 -0.0149 1.156 0.123 1.007 -0.155
C 0.3602 -0.1180 0.0553 -0.057 0.564 2.979 -0.557
O 1.7612 1.7792 -0.5757 1.112 0.889 0.323 -0.073
O -0.4989 2.1343 -0.6512 1.528 -0.869 1.007 -0.067
F 0.4862 0.0034 1.7806 -0.321 -0.165 -3.104 -0.334
I 2.1830 -1.2964 -0.2861 -0.995 0.316 -0.018 0.704
H -1.7798 -0.1562 0.1220 0.132 0.039 0.042 0.064
H -1.2010 -1.4665 -0.9308 0.550 0.267 0.292 0.067
H -0.9198 -1.5514 0.8940 -0.407 0.344 -1.046 0.073
```
Positions in Å, forces in eV/Å.

---

Entry from OMol25: a structure of composition C3H3FKO2 (wB97M-V/def2-TZVPD).

Frontier orbital gap (spin up / spin down), eV: 5.50 / 4.12
E_HOMO (spin up / spin down), eV: -7.40 / -6.02
Largest force on an atom, eV/A: 1.76
E_tot, Ha: -966.243351
Spin multiplicity: 2
Net charge: 0
ΔE to the lowest compared entry with this formula, charge and spin, kcal/mol: 62.9

Geometry as XYZ:
```
10
Properties=species:S:1:pos:R:3:forces:R:3:mulliken_spin:R:1
F 3.3569 1.4694 -0.5633 -0.737 -0.341 0.229 0.225
C -0.6448 0.4355 -0.2607 -0.455 0.236 1.685 0.084
C 0.6422 0.2890 0.3722 0.308 0.281 0.022 0.533
O -1.5826 1.2292 -0.2704 -0.194 -0.057 -0.476 0.096
O -0.7594 -0.8823 -0.5973 -0.217 -0.359 -0.662 0.048
C 0.5569 -1.1586 -0.0033 0.528 0.025 -0.096 -0.030
K -4.4007 1.1918 0.0686 0.841 -0.008 -0.146 -0.001
H 1.1054 0.8088 1.2053 0.076 -0.007 -0.592 0.006
H 0.4649 -1.8800 0.8185 -0.003 0.171 -0.192 0.016
H 1.2611 -1.5029 -0.7697 -0.146 0.058 0.229 0.022
```
Positions in Å, forces in eV/Å.

---

Entry from OMol25: a cluster of 2 separate species, C3H3FN2 in total (wB97M-V/def2-TZVPD).

Frontier orbital gap, eV: 9.91
E_HOMO, eV: -10.55
Largest force on an atom, eV/A: 5.32
E_tot, Ha: -325.359144
Spin multiplicity: 1
Net charge: 0
ΔE to the lowest compared entry with this formula, charge and spin, kcal/mol: 83.1

Geometry as XYZ:
```
9
Properties=species:S:1:pos:R:3:forces:R:3:lowdin_charge:R:1
C 0.3057 -0.9241 0.0385 0.381 0.593 -0.653 -0.007
C -0.8878 -0.0751 -0.0557 4.411 0.113 0.793 -0.113
C 1.2496 0.0509 -0.0165 4.319 0.489 0.553 -0.037
N -0.5530 1.2159 0.0030 -1.591 0.431 -0.230 0.031
N 0.7799 1.3089 -0.0082 1.041 -2.564 0.003 0.011
F 3.1352 0.1299 0.0513 -5.305 -0.398 -0.132 -0.244
H 0.5001 -1.9978 0.0699 -0.458 0.570 -0.118 0.111
H -1.8282 -0.4955 -0.1019 -2.041 -0.026 -0.076 0.080
H 1.4245 2.0313 0.2693 -0.756 0.792 -0.141 0.169
```
Positions in Å, forces in eV/Å.

---

Entry from OMol25: a cluster of 2 separate species, C3H3FN2 in total (wB97M-V/def2-TZVPD).

Frontier orbital gap, eV: 10.63
E_HOMO, eV: -11.07
SMILES: C=C=NC#N.F
Largest force on an atom, eV/A: 1.89
E_tot, Ha: -325.407939
Spin multiplicity: 1
Net charge: 0
ΔE to the lowest compared entry with this formula, charge and spin, kcal/mol: 52.5

Geometry as XYZ:
```
9
Properties=species:S:1:pos:R:3:forces:R:3:lowdin_charge:R:1
C -0.0732 -0.0834 -0.0482 -0.170 1.542 0.130 0.020
C -0.0367 -1.3598 0.0050 0.424 -0.588 -0.255 -0.110
N 0.1601 -2.5631 0.0186 -1.055 0.563 1.459 0.149
C 0.8875 -3.1015 -0.9276 0.617 -1.272 -0.941 -0.330
N 1.5046 -3.7095 -1.6777 0.387 -0.156 -0.499 0.168
H -0.8684 0.4823 -0.4996 -0.224 -0.081 -0.217 0.093
H 0.7627 0.4720 0.3563 0.151 -0.037 0.041 0.098
F -0.7076 1.1985 2.4449 0.038 -0.373 -0.482 -0.098
H -0.6162 0.6181 1.7040 -0.170 0.402 0.763 0.010
```
Positions in Å, forces in eV/Å.

---

What is the ΔE to the lowest compared entry with this formula, charge and spin in the third record?
70.9 kcal/mol